[1]
Density functional theory data (ωB97M-V/def2-TZVPD) for a cluster of 7 separate species, C26H38O21 in total in a non-equilibrium geometry.

Positions of all 85 atoms, in Å:
C  4.8620  2.3100  0.7577
C  4.3574  2.1257  2.1815
C  4.3245  3.3231  3.1086
O  2.9764  3.3808  3.5765
C  2.2175  2.5025  2.9009
O  1.0349  2.4030  2.9968
O  2.9742  1.7480  2.1009
H  4.4497  3.2108  0.3012
H  4.7165  1.4181  0.1528
H  5.9444  2.4765  0.7314
H  4.8626  1.2593  2.6149
H  4.5694  4.2689  2.6229
H  5.0446  3.1871  3.9143
C  -2.8912  3.0660  0.2834
C  -1.7280  4.0685  0.2228
C  -1.3850  4.4910  -1.1958
O  -1.4132  5.9162  -1.1186
C  -1.8555  6.3345  0.0901
O  -1.9713  7.4786  0.3735
O  -2.2081  5.2660  0.8206
H  -3.0361  2.6801  1.2879
H  -2.5944  2.2678  -0.4031
H  -3.7785  3.5801  -0.0821
H  -0.8480  3.6836  0.7459
H  -2.0613  4.0725  -1.9432
H  -0.3687  4.2120  -1.4760
C  -4.5207  -0.1608  -3.5280
C  -4.8014  0.3135  -4.9346
C  -3.5175  0.7954  -5.6761
O  -3.5796  0.0717  -6.8981
C  -4.6902  -0.6548  -7.0034
O  -5.0560  -1.2498  -7.9618
O  -5.3460  -0.6369  -5.8073
H  -4.0434  0.6111  -2.9259
H  -3.9857  -1.1070  -3.4659
H  -5.4721  -0.3476  -3.0155
H  -5.4553  1.1925  -4.9559
H  -2.5946  0.4880  -5.1782
H  -3.4239  1.8783  -5.7489
C  5.6029  -5.5955  -1.2230
C  4.9687  -4.6514  -2.2304
C  3.5939  -5.0651  -2.7293
O  2.7769  -3.9547  -2.3310
C  3.4746  -3.0735  -1.5559
O  2.9771  -2.1963  -0.9287
O  4.7567  -3.4125  -1.5471
H  5.2616  -5.4229  -0.2026
H  6.6917  -5.5852  -1.1932
H  5.3206  -6.6238  -1.4700
H  5.6590  -4.5436  -3.0676
H  3.1976  -5.9851  -2.2959
H  3.5066  -5.2062  -3.8056
C  1.1733  -1.0138  3.6494
C  1.3604  -2.5134  3.6223
C  2.4988  -2.9949  4.5166
O  1.8774  -3.9562  5.3758
C  0.5411  -3.9866  5.1439
O  -0.2187  -4.6801  5.7345
O  0.2060  -3.1618  4.1493
H  1.0284  -0.8309  4.7203
H  0.3007  -0.6023  3.1479
H  2.0651  -0.4850  3.3138
H  1.5235  -2.9323  2.6247
H  2.8731  -2.1472  5.0942
H  3.3146  -3.4476  3.9601
O  -1.0169  0.9436  -3.1590
C  -0.5527  0.8464  -2.0567
O  0.6795  1.2709  -1.7102
C  0.9962  0.8048  -0.4077
C  -0.3984  0.3261  0.1481
O  -1.2061  0.3709  -1.0173
H  1.7811  0.0552  -0.3293
H  1.2636  1.6720  0.1978
H  -0.7582  1.0878  0.8379
H  -0.2699  -0.6462  0.6106
O  -2.3973  -1.8947  1.5582
C  -3.4050  -1.2828  1.7004
O  -3.4505  0.0537  1.6822
C  -4.7685  0.4919  1.9900
C  -5.5879  -0.7362  1.6440
O  -4.6436  -1.7986  1.7972
H  -4.7514  0.7108  3.0621
H  -5.0693  1.4317  1.5336
H  -6.0492  -0.7332  0.6557
H  -6.4358  -0.8305  2.3235

LUMO energy   0.05 eV
Strongest force on any atom   0.043 hartree/bohr
HOMO   -10.7 eV
Energy relative to the best compared isomer or geometry (same formula, charge and spin)   21.3 kcal/mol
SMILES string   C[C@H]1COC(=O)O1.C[C@H]1COC(=O)O1.C[C@H]1COC(=O)O1.C[C@H]1COC(=O)O1.C[C@H]1COC(=O)O1.O=C1OCCO1.O=C1OCCO1
Net charge   0
Total energy   -70576.6161 eV

***

[2]
Density functional theory data (ωB97M-V/def2-TZVPD) for a structure of composition C26H39AgFN3O3Sb.

Positions of all 74 atoms, in Å:
Ag  3.7844  -1.4402  -0.8743
F  -1.6781  3.4593  -2.5232
C  -1.7868  2.1384  -2.2427
C  -0.6547  1.4218  -1.9797
C  -0.7373  0.0500  -1.7433
C  0.5081  -0.7035  -1.4767
O  1.5968  -0.1311  -1.5196
C  0.3165  -2.0936  -1.1505
C  -0.9277  -2.6136  -1.1801
N  -2.0629  -1.9364  -1.5430
C  -3.3242  -2.6273  -1.5700
C  -4.0353  -2.7756  -2.8859
C  -3.3836  -3.9637  -2.2408
C  -1.9869  -0.5796  -1.7808
C  -3.1408  0.1809  -2.0196
C  -3.0537  1.5391  -2.2554
N  -4.2639  2.2558  -2.5010
C  -4.3620  3.6772  -2.2107
C  -5.8506  4.0671  -2.2701
N  -6.6628  2.8103  -2.1143
C  -6.5063  1.9249  -3.3305
C  -5.0159  1.9158  -3.6964
C  1.4830  -2.9726  -0.7343
O  1.4587  -3.4460  0.3985
O  2.3747  -3.0881  -1.6348
H  0.3153  1.8998  -1.9773
H  -1.1017  -3.6463  -0.9093
H  -3.9348  -2.4925  -0.6829
H  -3.5416  -2.3577  -3.7518
H  -5.1152  -2.7179  -2.8829
H  -2.4771  -4.3315  -2.6978
H  -4.0096  -4.7154  -1.7848
H  -4.1141  -0.2869  -1.9954
H  -3.8208  4.3122  -2.9174
H  -3.9621  3.8682  -1.2160
H  -6.1440  4.4857  -3.2314
H  -6.1419  4.7564  -1.4811
H  -7.6442  3.0145  -1.9325
H  -6.2852  2.2928  -1.3172
H  -7.1438  2.3422  -4.1077
H  -6.8791  0.9443  -3.0400
H  -4.8141  2.6208  -4.5127
H  -4.7375  0.9255  -4.0475
C  2.4917  -2.7299  3.5034
C  2.4088  -1.2312  3.2233
C  2.4700  -0.4060  4.5037
Sb  3.8745  -0.7158  1.7633
C  5.7204  -1.4656  2.5684
C  6.0227  -1.2395  4.0449
C  6.8642  -0.9588  1.6946
C  4.0456  1.4142  1.8449
C  2.6571  2.0070  1.6020
C  4.7376  2.0538  3.0374
H  1.6588  -3.0225  4.1479
H  3.4107  -2.9787  4.0422
H  2.4437  -3.3287  2.5970
H  1.4612  -1.0206  2.7184
H  3.4354  -0.4687  5.0008
H  1.7236  -0.7854  5.2074
H  2.2539  0.6503  4.3367
H  5.6092  -2.5420  2.4060
H  6.0535  -0.1837  4.3092
H  7.0025  -1.6604  4.2865
H  5.2996  -1.7239  4.6992
H  7.0191  0.1158  1.8185
H  6.7036  -1.1455  0.6292
H  7.7999  -1.4497  1.9727
H  4.6460  1.6148  0.9511
H  1.9945  1.8504  2.4573
H  2.1750  1.5726  0.7224
H  2.7230  3.0860  1.4401
H  4.2288  1.8434  3.9798
H  4.7581  3.1402  2.9162
H  5.7697  1.7243  3.1403

LUMO energy   -3.20 eV
Strongest force on any atom   0.015 hartree/bohr
HOMO   -9.8 eV
Net charge   +1
Total energy   -51454.3281 eV

***

[3]
Density functional theory data (ωB97M-V/def2-TZVPD) for a structure of composition C26H39As2CrN4O6S7.

Positions of all 85 atoms, in Å:
Cr  -0.4735  0.8843  -0.4465
C  -2.9679  -2.7370  0.2870
C  -3.5965  -1.5902  -0.4235
N  -2.9732  -0.5012  -0.7403
C  -3.7708  0.3792  -1.4082
C  -5.0455  -0.0523  -1.6241
S  -5.2430  -1.6094  -0.9525
C  -3.2289  1.6802  -1.8051
C  -3.9713  2.6210  -2.4349
S  -3.0339  3.9987  -2.7525
C  -1.6807  3.2725  -2.0062
N  -1.9110  2.0555  -1.5567
C  -0.4469  4.1082  -1.9344
H  -2.1812  -2.3679  0.9439
H  -2.5226  -3.4157  -0.4423
H  -3.6948  -3.2903  0.8820
H  -5.8572  0.4540  -2.1169
H  -5.0080  2.5551  -2.7119
H  -0.3795  4.7240  -2.8321
H  0.4483  3.5107  -1.8376
H  -0.5001  4.7570  -1.0611
C  1.9143  0.4489  3.8865
C  2.5028  -0.4008  2.7511
C  3.8026  0.2241  2.2213
C  2.7279  -1.8488  3.1967
C  1.5380  -0.3539  1.6450
N  0.8487  -0.1655  0.7532
H  2.6379  0.4823  4.7028
H  0.9819  0.0129  4.2409
H  1.7135  1.4644  3.5444
H  4.5331  0.2384  3.0314
H  3.6308  1.2435  1.8766
H  4.2062  -0.3496  1.3873
H  3.4381  -1.8499  4.0248
H  3.1477  -2.4474  2.3868
H  1.7971  -2.2975  3.5395
O  -0.1727  1.4154  -3.7740
C  0.8959  1.4420  -3.2014
N  1.0873  1.2683  -1.8476
S  2.6657  1.3726  -1.4296
O  3.2051  0.0740  -1.0861
O  2.9004  2.4324  -0.4917
C  3.2550  1.7803  -3.0432
C  4.5423  2.0521  -3.4619
C  4.7252  2.2937  -4.8175
C  3.6499  2.2567  -5.7044
C  2.3645  1.9817  -5.2581
C  2.1852  1.7417  -3.9073
H  5.3681  2.0813  -2.7643
H  5.7155  2.5172  -5.1914
H  3.8241  2.4499  -6.7546
H  1.5159  1.9539  -5.9285
C  2.1358  -2.9463  -0.6792
As  1.0935  -2.5087  -2.2379
C  2.2908  -1.8174  -3.5842
C  0.5409  -4.2231  -2.9237
S  -0.6593  -1.3876  -1.9311
H  2.7669  -3.8063  -0.9029
H  1.4437  -3.1863  0.1267
H  2.7347  -2.0796  -0.4171
H  2.9653  -2.5985  -3.9336
H  2.8625  -1.0056  -3.1427
H  1.6807  -1.4509  -4.4085
H  1.4133  -4.8568  -3.0804
H  0.0087  -4.0748  -3.8611
H  -0.1287  -4.6805  -2.1985
C  -2.1262  0.2526  5.7505
As  -2.6028  -1.1449  4.5054
C  -3.6618  -2.3733  5.5591
C  -3.8895  -0.3973  3.2828
S  -1.0068  -2.1357  3.6106
H  -2.8320  0.2545  6.5803
H  -2.1314  1.2016  5.2214
H  -1.1225  0.0498  6.1185
H  -4.5086  -1.8570  6.0100
H  -3.0275  -2.8037  6.3320
H  -4.0114  -3.1691  4.9038
H  -4.7934  -0.1342  3.8330
H  -4.1199  -1.1473  2.5283
H  -3.4711  0.4837  2.8076
O  -2.6250  3.0186  1.5251
S  -1.5274  2.1371  1.8372
O  -1.6768  0.8139  1.0947
O  -1.3007  1.8908  3.2432
S  0.1760  2.7314  0.8776

LUMO energy (alpha / beta)   -0.17 / 0.33 eV
Strongest force on any atom   0.007 hartree/bohr
HOMO (alpha / beta)   -7.9 / -7.9 eV
Energy relative to the best compared isomer or geometry (same formula, charge and spin)   4.9 kcal/mol
Multiplicity   4
Net charge   0
Total energy   -271789.7411 eV

***

[4]
Density functional theory data (ωB97M-V/def2-TZVPD) for a structure of composition C26H39BN4O3S.

Positions of all 74 atoms, in Å:
C  -3.7827  2.6239  -1.2601
O  -3.5157  1.3746  -1.8546
C  -2.3355  1.3135  -2.6331
C  -1.7700  -0.1000  -2.6046
C  -0.2557  -0.1494  -2.8718
C  0.4614  -1.2593  -2.0633
C  1.4374  -0.6957  -1.0209
C  1.5284  -1.6265  0.1899
C  2.2956  -1.0240  1.3562
C  2.0992  -1.7857  2.6761
C  0.6581  -1.7496  3.1008
C  0.0811  -0.6570  3.6516
C  -1.3150  -0.5552  3.9957
B  -1.7586  0.8249  4.6012
C  -2.6887  1.0524  5.8564
O  -1.2217  1.9247  3.9779
C  -2.1556  -1.6048  3.7583
C  -3.6430  -1.5811  3.9705
O  -4.3618  -1.6845  2.7525
C  -4.1293  -0.6135  1.8634
C  -1.5905  -2.7915  3.2139
N  -2.2465  -3.9289  2.9485
S  -1.1693  -4.9460  2.3482
N  0.1534  -4.0500  2.3784
C  -0.2008  -2.8629  2.8879
H  -4.4329  3.2310  -1.8964
H  -2.8599  3.1714  -1.0490
H  -4.2934  2.4439  -0.3151
H  -1.5849  2.0162  -2.2527
H  -2.5609  1.6170  -3.6633
H  -2.0127  -0.5315  -1.6329
H  -2.2846  -0.6963  -3.3593
H  -0.1075  -0.3455  -3.9349
H  0.1889  0.8168  -2.6292
H  0.9884  -1.9359  -2.7390
H  -0.2956  -1.8648  -1.5622
H  1.1311  0.3066  -0.7190
H  2.4293  -0.6386  -1.4757
H  0.5207  -1.9280  0.4781
H  2.0496  -2.5382  -0.1197
H  3.3645  -1.0240  1.1241
H  2.0186  0.0229  1.5099
H  2.7305  -1.3534  3.4514
H  2.3864  -2.8265  2.5243
H  0.7040  0.2128  3.8245
H  -3.5799  1.5937  5.5224
H  -2.1915  1.6987  6.5832
H  -3.0180  0.1365  6.3391
H  -1.3386  2.7127  4.5191
H  -3.9512  -2.4431  4.5612
H  -3.9633  -0.6751  4.4917
H  -3.8810  0.3120  2.3947
H  -3.3125  -0.8399  1.1724
H  -5.0376  -0.4451  1.2882
N  3.8204  -1.2839  -4.7063
C  4.3078  -2.1151  -3.7359
C  5.6572  -2.2414  -3.9266
C  5.9979  -1.4500  -5.0582
C  4.8438  -0.8721  -5.5152
H  2.8587  -1.0174  -4.8083
H  3.6533  -2.5436  -2.9956
H  6.3258  -2.8321  -3.3237
H  6.9777  -1.3206  -5.4858
H  4.6652  -0.2067  -6.3420
N  0.1524  4.2921  -1.9033
C  0.6575  3.4898  -0.9157
C  2.0126  3.4068  -1.0974
C  2.3368  4.1881  -2.2398
C  1.1681  4.7211  -2.7138
H  -0.8154  4.5294  -2.0172
H  0.0149  3.0503  -0.1710
H  2.6957  2.8453  -0.4822
H  3.3151  4.3393  -2.6638
H  0.9742  5.3665  -3.5530

LUMO energy   -0.44 eV
Strongest force on any atom   0.015 hartree/bohr
HOMO   -8.3 eV
Net charge   0
Total energy   -51209.4104 eV

***

[5]
Density functional theory data (ωB97M-V/def2-TZVPD) for a cluster of 3 separate species, C26H39BrF2IN2O4P in total in a non-equilibrium geometry.

Positions of all 76 atoms, in Å:
C  -0.6778  0.7708  4.9754
C  -1.0956  -0.5632  4.3024
C  0.1258  -1.4358  3.8465
C  -0.0295  -1.9457  2.3927
C  0.4365  -0.9398  1.2461
N  0.7102  0.3129  1.9339
C  -0.8041  -0.8083  0.3463
C  -0.7067  0.4288  -0.6091
C  -1.2939  1.8052  0.0452
O  -1.8973  0.9039  -1.1007
C  1.7780  -1.4269  0.5119
C  2.7555  -2.2139  1.3951
N  3.0273  -1.6618  2.7284
C  4.4499  -1.4540  3.0423
O  2.2837  -0.2533  -0.1575
C  3.6469  -0.0285  -0.1780
Br  4.6309  -1.2253  -1.4403
C  3.8743  1.4228  -0.7480
C  2.5732  2.1728  -1.0744
O  2.9088  3.5358  -1.3928
P  1.5169  -2.6894  -0.9353
O  0.7412  -1.8828  -2.1749
I  0.0258  -4.5241  -0.1793
H  -1.3029  1.5851  4.5967
H  0.3561  0.9925  4.6938
H  -0.7683  0.6862  6.0639
H  -1.6113  -0.3013  3.3686
H  -1.7923  -1.1646  4.8939
H  0.0640  -2.3394  4.4813
H  1.0814  -0.9757  4.0910
H  -1.1034  -2.1466  2.2868
H  0.4452  -2.9287  2.3265
H  1.5998  0.2981  2.4219
H  0.7314  1.1232  1.3283
H  -1.6306  -0.4803  0.9794
H  -1.0459  -1.6736  -0.2727
H  0.1786  0.5211  -1.2386
H  -0.3006  2.2866  -0.2803
H  -1.8625  2.6360  -0.4036
H  2.2926  -3.2042  1.5332
H  3.6946  -2.4661  0.8844
H  2.6782  -2.3211  3.4119
H  5.1527  -1.7198  2.2417
H  4.7641  -1.9535  3.9660
H  4.6047  -0.3787  3.2402
H  4.1298  -0.0226  0.8019
H  4.4771  2.0016  -0.0376
H  4.4671  1.3864  -1.6658
H  2.1124  1.7336  -1.9683
H  1.9067  2.2248  -0.2116
H  2.9618  3.5844  -2.3556
H  1.2943  -1.1010  -2.3579
F  1.2780  2.4361  -7.8405
C  0.8069  1.8490  -6.7263
C  0.7600  2.5741  -5.5514
C  0.2686  1.9672  -4.4039
C  -0.1580  0.6454  -4.4437
C  -0.0994  -0.0698  -5.6321
C  0.3811  0.5358  -6.7843
H  1.1039  3.6004  -5.5402
H  0.2176  2.5263  -3.4767
H  -0.5359  0.1728  -3.5449
H  -0.4280  -1.1004  -5.6614
H  0.4270  -0.0019  -7.7222
F  -5.8974  -0.6736  2.9032
C  -5.8899  -0.3083  1.6058
C  -4.6808  -0.1281  0.9631
C  -4.6721  0.2434  -0.3742
C  -5.8743  0.4393  -1.0449
C  -7.0814  0.2584  -0.3823
C  -7.0919  -0.1235  0.9518
H  -3.7575  -0.2774  1.5084
H  -3.7248  0.3810  -0.8908
H  -5.8681  0.7335  -2.0870
H  -8.0166  0.4150  -0.9045
H  -8.0218  -0.2776  1.4836

LUMO energy   -0.12 eV
Strongest force on any atom   0.070 hartree/bohr
HOMO   -8.3 eV
SMILES string   CCCC[C@](N)(C[C@@H]1CO1)[C@](CNC)(O[C@@H](Br)CCO)P(O)I.Fc1ccccc1.Fc1ccccc1
Net charge   0
Total energy   -131625.3317 eV

***

[6]
Density functional theory data (ωB97M-V/def2-TZVPD) for a structure of composition C26H39FIO7PS2 in a non-equilibrium geometry.

Positions of all 77 atoms, in Å:
C  2.7665  -0.7205  3.6552
C  1.6953  -0.1923  2.8835
C  1.2294  -0.7039  1.3893
C  2.4493  -1.7512  1.1255
C  3.2846  -1.8056  -0.0581
C  1.4193  0.6869  0.5897
C  2.9326  1.3157  0.8275
C  2.9656  2.6088  1.8029
C  4.5146  2.6685  2.3193
F  2.7810  3.8602  1.1077
C  1.3740  0.5419  -1.0454
C  0.7035  1.7380  -1.8357
C  1.5257  3.1467  -1.7697
O  -0.7024  1.9758  -1.6121
C  -1.4654  1.8128  -2.8330
C  -2.9882  2.2673  -2.6550
C  -3.2134  3.6292  -1.9012
C  -4.6708  4.1249  -1.7055
C  -5.9040  3.3119  -2.2303
C  -5.6352  1.9747  -2.9849
C  -4.1789  1.4298  -3.2135
O  0.6967  1.8572  0.9518
S  -0.7379  1.8769  1.6841
O  -1.4150  3.2000  1.3409
O  -1.6486  0.7073  0.9102
C  -1.4830  -0.4963  1.7733
S  -1.5399  0.1944  3.5180
I  -3.5216  -1.2885  1.6301
C  -0.2329  -1.4372  1.3928
C  -0.6382  -2.3110  0.1208
C  -1.4118  -1.5812  -1.1284
C  0.3858  -3.2767  -0.6156
C  -0.4320  -4.5298  -1.2887
C  -0.1608  -4.6261  -2.8868
P  -0.1982  -2.8070  2.7641
O  0.7094  -4.0045  2.4344
O  0.1695  -2.3390  4.3370
O  -1.7195  -3.6231  2.9441
H  2.5486  -0.9273  4.7711
H  3.8267  -0.9419  3.3064
H  1.2211  0.7440  3.3737
H  2.6945  -2.6211  1.8418
H  4.1209  -1.0550  -0.2873
H  3.1101  -2.6284  -0.8304
H  3.6983  0.5843  1.2126
H  3.3644  1.7618  -0.1489
H  2.3613  2.4978  2.7585
H  4.8135  1.7246  2.8968
H  5.2253  2.7126  1.4056
H  4.7328  3.5993  2.9404
H  2.4402  0.4435  -1.4958
H  0.9646  -0.5043  -1.2441
H  0.7832  1.4512  -2.9605
H  1.1374  3.7631  -0.8917
H  2.6554  3.0005  -1.7910
H  1.2638  3.7369  -2.7318
H  -1.3605  0.7118  -3.1822
H  -1.0327  2.4436  -3.6984
H  -2.3155  4.2207  -1.5299
H  -4.8230  5.1086  -1.1424
H  -6.9767  3.6817  -2.0880
H  -6.5451  1.4022  -3.3552
H  -4.0077  0.4428  -3.7818
H  -2.7543  0.9034  3.5579
H  -1.4537  -3.0615  0.4835
H  -1.1739  -0.4735  -1.2267
H  -1.0693  -2.0194  -2.1478
H  -2.5449  -1.8117  -1.1244
H  0.8832  -2.7264  -1.5055
H  1.2041  -3.7805  -0.0253
H  -0.0447  -5.5252  -0.8460
H  -1.5600  -4.4495  -1.1424
H  -0.5180  -5.6817  -3.2044
H  0.9489  -4.5588  -3.1586
H  -0.8228  -3.8910  -3.4724
H  -0.6544  -2.1796  4.8612
H  -2.0463  -3.5326  3.8651

LUMO energy   -0.91 eV
Strongest force on any atom   0.119 hartree/bohr
HOMO   -8.0 eV
Energy relative to the best compared isomer or geometry (same formula, charge and spin)   0.0 kcal/mol
Net charge   0
Total energy   -83687.9445 eV